# 1
# C41H57I2LuN7O7PS2Si

A molecular structure, C41H57I2LuN7O7PS2Si (the ωB97M-V functional and the def2-TZVPD basis, OMol25).

As for the total charge: -2. The highest occupied orbital energy is -2.5572 eV. The calculation puts the largest force on an atom at 0.029 Eh/bohr. The lowest unoccupied orbital energy comes out at 0.145 Eh. The total energy is -5765.24765 hartree. The value obtained for the frontier orbital gap is 6.51 eV.

Structure (XYZ):
```
119
Properties=species:S:1:pos:R:3:forces:R:3:lowdin_charge:R:1
Lu -0.117 -0.041 0.902 1.251 -0.404 0.481 1.56
S 4.058 2.386 0.016 -0.283 -0.157 0.090 1.09
C 3.960 1.178 -1.223 -0.232 0.005 0.153 -0.48
C 4.886 0.863 -2.208 0.054 0.013 -0.038 -0.12
C 4.560 -0.127 -3.119 0.081 0.056 0.038 -0.11
C 3.334 -0.788 -3.038 -0.008 -0.073 -0.022 -0.09
C 2.420 -0.492 -2.046 -0.082 0.029 0.058 -0.03
C 2.732 0.503 -1.121 0.459 0.042 -0.221 -0.31
N 1.942 0.918 -0.072 -0.508 -0.047 0.266 0.01
C 2.450 1.896 0.604 0.625 0.071 -0.438 -0.49
C 1.820 2.572 1.721 -0.342 0.070 0.481 -0.28
C 2.391 3.770 2.175 0.039 -0.150 -0.160 -0.09
C 1.834 4.455 3.233 -0.012 0.065 0.072 -0.12
C 0.660 3.956 3.790 0.052 0.015 -0.033 -0.11
C 0.075 2.808 3.280 -0.164 -0.254 0.049 -0.14
C 0.631 2.006 2.267 0.306 0.095 -0.335 -0.15
H 5.834 1.384 -2.258 -0.002 -0.007 -0.034 0.10
H 5.265 -0.390 -3.899 -0.010 -0.003 -0.002 0.09
H 3.108 -1.563 -3.761 -0.049 0.015 0.006 0.09
H 1.472 -1.006 -1.959 0.004 -0.016 -0.034 0.10
H 3.267 4.172 1.674 0.045 0.027 0.082 0.07
H 2.289 5.364 3.609 0.008 -0.005 -0.017 0.08
H 0.204 4.470 4.632 -0.065 0.049 -0.056 0.09
H -0.878 2.515 3.708 0.139 0.181 -0.078 0.05
C 3.328 -2.491 0.354 -0.051 0.072 0.038 -0.04
C 1.989 -3.172 0.438 0.189 0.028 0.092 -0.34
C 1.939 -4.552 0.568 -0.039 -0.107 0.067 -0.08
C 0.689 -5.171 0.654 -0.045 0.113 -0.047 -0.10
C -0.445 -4.413 0.559 0.051 -0.062 -0.027 -0.07
C -0.340 -3.005 0.365 -0.166 0.061 -0.327 -0.50
N 0.891 -2.413 0.351 -0.091 0.094 0.057 0.08
N -1.376 -2.183 0.187 0.167 0.326 0.366 -0.14
Si -2.821 -2.743 -0.548 -0.588 -0.306 -0.428 0.36
C -3.816 -1.348 -1.352 0.168 -0.006 0.139 -0.22
C -4.086 -3.718 0.490 0.215 0.136 0.004 -0.20
C -2.384 -3.984 -1.950 0.156 0.083 0.185 -0.19
H 3.671 -2.480 -0.682 0.044 -0.014 -0.007 0.07
H 4.069 -3.012 0.962 -0.020 -0.022 -0.005 0.08
H 3.249 -1.465 0.702 0.024 -0.023 0.012 0.04
H 2.853 -5.127 0.645 0.035 0.055 -0.018 0.09
H 0.614 -6.242 0.812 0.020 -0.011 -0.017 0.10
H -1.432 -4.842 0.665 0.033 -0.057 -0.004 0.08
H -4.682 -1.074 -0.747 0.017 0.036 0.023 0.01
H -4.185 -1.652 -2.336 0.016 -0.087 0.016 0.02
H -3.203 -0.455 -1.490 -0.048 0.040 -0.011 -0.01
H -4.433 -3.160 1.361 0.026 0.038 -0.012 -0.07
H -3.695 -4.675 0.847 0.024 0.006 -0.008 0.01
H -4.956 -3.930 -0.141 0.024 -0.002 -0.062 0.02
H -1.352 -3.840 -2.282 -0.019 -0.044 -0.034 0.02
H -3.036 -3.869 -2.819 -0.056 0.068 0.040 0.01
H -2.473 -5.016 -1.602 0.010 -0.010 -0.005 0.01
I -3.089 0.395 1.517 -1.353 0.193 0.549 0.94
I -3.953 -1.362 3.657 -0.149 -0.532 0.590 -0.02
S 3.879 -0.461 4.363 0.514 -0.027 0.728 0.41
C 2.724 -0.463 3.219 -0.512 -0.158 -0.868 -0.97
N 1.940 -0.489 2.355 -0.208 -0.069 0.206 -0.01
C -0.169 3.850 -4.047 -0.044 -0.216 0.154 -0.03
C 0.917 3.364 -3.080 0.103 0.384 -0.416 -0.60
C 1.374 4.527 -2.202 -0.110 -0.103 0.088 -0.02
C 2.097 2.837 -3.903 -0.156 -0.116 0.181 -0.01
O 0.467 2.349 -2.175 -0.070 -0.175 0.047 -0.15
P -0.669 1.232 -2.426 0.602 0.206 -0.782 0.32
O -1.982 1.842 -2.755 -0.079 -0.064 0.036 -0.24
O -0.592 0.236 -1.301 0.195 0.023 -0.065 -0.40
O 0.008 0.578 -3.769 -0.181 -0.013 0.326 -0.18
C -0.674 -0.271 -4.695 -0.277 -0.312 -0.373 -0.63
C -1.466 0.586 -5.688 0.062 0.038 0.210 -0.04
C 0.415 -1.047 -5.432 -0.020 0.105 0.179 -0.03
C -1.614 -1.232 -3.971 0.144 0.259 0.120 -0.04
H 0.260 4.595 -4.720 0.047 0.008 0.010 0.08
H -1.010 4.297 -3.520 -0.046 -0.035 0.025 0.07
H -0.544 3.011 -4.631 -0.045 0.102 -0.066 0.06
H 1.707 5.358 -2.828 0.033 -0.002 0.001 0.08
H 2.192 4.219 -1.551 0.040 -0.037 0.010 0.07
H 0.555 4.868 -1.566 0.009 -0.002 -0.024 0.08
H 2.432 3.595 -4.615 0.003 0.037 0.048 0.08
H 1.788 1.946 -4.445 0.046 -0.020 -0.047 0.07
H 2.924 2.573 -3.247 0.072 -0.037 0.021 0.07
H -0.794 1.210 -6.283 0.016 0.002 0.010 0.08
H -2.147 1.227 -5.126 -0.038 0.008 -0.059 0.07
H -2.041 -0.052 -6.362 0.003 -0.009 -0.008 0.08
H 1.159 -0.359 -5.840 0.006 0.002 -0.002 0.08
H -0.026 -1.621 -6.249 0.005 -0.028 0.003 0.08
H 0.913 -1.732 -4.744 0.021 -0.015 -0.020 0.07
H -2.442 -0.664 -3.549 -0.051 -0.111 -0.006 0.06
H -1.087 -1.716 -3.148 -0.032 -0.032 -0.025 0.08
H -2.005 -1.994 -4.647 0.023 0.028 -0.048 0.09
C 0.599 -3.462 3.676 -0.049 0.084 -0.086 -0.04
N 0.257 -2.518 4.714 0.280 0.089 -0.084 -0.06
C 1.032 -2.698 5.938 -0.101 0.070 0.019 -0.18
C 0.863 -1.524 6.881 -0.093 0.003 -0.051 -0.16
C -0.592 -1.099 6.790 0.077 -0.097 -0.103 -0.16
N -0.840 -0.631 5.443 0.194 0.203 0.196 -0.09
C -1.413 0.686 5.284 0.042 -0.201 -0.035 -0.09
C -0.387 -1.353 4.381 -0.497 0.063 -0.069 -0.51
O -0.660 -1.027 3.218 0.312 -0.070 -0.339 -0.20
H 1.651 -3.383 3.393 0.048 0.042 -0.021 0.09
H -0.014 -3.270 2.805 -0.026 -0.040 0.005 0.07
H 0.403 -4.477 4.034 -0.009 0.007 -0.003 0.09
H 2.085 -2.807 5.673 0.076 -0.054 -0.059 0.10
H 0.694 -3.627 6.418 0.039 0.025 -0.011 0.12
H 1.496 -0.700 6.545 0.040 0.039 0.039 0.10
H 1.157 -1.798 7.897 -0.020 -0.048 -0.009 0.11
H -0.830 -0.294 7.485 -0.017 0.021 -0.032 0.12
H -1.246 -1.954 7.011 -0.037 0.051 0.087 0.13
H -0.767 1.438 5.750 -0.023 -0.003 -0.053 0.09
H -2.407 0.719 5.733 -0.049 -0.010 -0.010 0.07
H -1.501 0.894 4.224 -0.087 -0.106 0.099 0.01
O -0.872 2.342 0.287 -0.313 0.103 -0.281 -0.09
C -1.980 2.696 -0.082 0.161 0.483 0.223 -0.55
C -2.354 4.052 -0.645 0.058 -0.126 -0.163 -0.07
C -3.773 3.826 -1.160 0.098 -0.064 0.024 -0.08
C -4.208 2.530 -0.475 -0.289 0.219 -0.011 -0.52
O -5.341 2.108 -0.400 0.145 0.045 -0.070 0.04
N -3.091 1.945 0.069 0.102 0.040 -0.246 -0.28
H -1.639 4.341 -1.408 0.034 0.022 -0.032 0.09
H -2.307 4.774 0.174 0.010 -0.030 0.015 0.13
H -3.757 3.639 -2.233 -0.055 -0.038 -0.016 0.11
H -4.479 4.624 -0.935 -0.022 -0.031 0.007 0.11
```
Forces are in eV/Å.



# 2
# C20H32BrF5N2O4S

2 unconnected molecules or ions with the total composition C20H32BrF5N2O4S (the ωB97M-V functional and the def2-TZVPD basis, OMol25).

The highest occupied orbital energy is -6.1679 eV. The calculation puts the largest force on an atom at 0.041 Eh/bohr. The lowest unoccupied orbital energy comes out at 0.008 Eh. The total energy is -4663.10904 hartree. The value obtained for the frontier orbital gap is 6.40 eV.

Structure (XYZ):
```
65
Properties=species:S:1:pos:R:3:forces:R:3:nbo_charge:R:1
C -2.787 -0.675 -3.952 0.025 0.050 -0.045 -0.61
C -2.410 0.734 -3.486 0.053 -1.038 -0.012 -0.44
C -2.226 0.944 -1.961 -0.099 0.554 -0.569 -0.24
Br -2.828 -0.535 -0.828 -0.013 -0.001 0.083 -0.02
C -0.862 1.517 -1.558 -0.650 -0.286 0.229 0.04
O -1.075 2.330 -0.393 0.137 -0.130 -0.139 -0.50
C -0.669 1.774 0.821 -0.081 0.389 0.167 -0.10
C 0.817 1.493 0.685 -0.787 -0.272 -0.177 -0.34
S 1.790 1.424 2.197 2.081 0.310 -0.140 2.10
O 2.442 2.682 2.357 -0.800 0.354 0.102 -0.86
O 2.647 0.270 2.163 -0.687 -0.465 -0.132 -0.93
C 0.651 1.226 3.641 -0.071 -0.034 0.337 0.37
F -0.262 0.270 3.415 -0.046 -0.212 -0.207 -0.30
F 0.014 2.377 3.856 -0.057 0.265 -0.071 -0.29
C 1.423 0.856 4.942 -0.496 0.092 -0.286 0.93
F 0.537 0.845 5.926 -0.362 0.069 0.413 -0.30
F 1.954 -0.345 4.858 0.343 -0.497 -0.155 -0.29
F 2.343 1.755 5.196 0.525 0.320 0.088 -0.28
N 0.959 0.266 -0.150 0.264 -0.055 0.335 -0.36
C 0.531 -1.003 0.513 0.088 -1.136 0.249 -0.27
C 1.578 -2.106 0.357 0.103 0.287 0.062 -0.41
C 1.196 -3.326 1.194 0.187 0.222 -0.162 -0.41
C -0.098 -3.978 0.719 0.009 0.332 -0.292 -0.20
N -1.295 -3.469 1.374 -0.525 0.103 0.260 -0.35
C -2.548 -3.589 0.833 -0.768 0.280 0.232 -0.07
C -3.475 -2.986 1.665 0.887 -0.167 0.025 -0.30
C -2.748 -2.489 2.779 0.474 -0.225 -0.409 -0.29
C -1.416 -2.801 2.572 -0.521 0.127 0.065 -0.09
C 0.368 0.578 -1.523 0.179 0.161 -0.840 -0.13
C 0.282 -0.666 -2.388 0.409 0.087 0.402 -0.64
H -3.806 -0.921 -3.667 -0.072 -0.094 0.046 0.21
H -2.129 -1.441 -3.552 0.040 -0.049 0.096 0.20
H -2.713 -0.735 -5.036 -0.077 0.074 -0.100 0.22
H -3.205 1.388 -3.830 0.092 0.286 0.003 0.22
H -1.491 1.003 -4.003 0.041 0.322 0.054 0.22
H -2.911 1.746 -1.712 -0.068 -0.026 0.346 0.24
H -0.631 2.241 -2.343 0.334 0.040 -0.021 0.28
H -0.836 2.528 1.587 -0.030 0.120 -0.027 0.23
H -1.247 0.889 1.099 0.110 -0.156 -0.029 0.21
H 1.234 2.320 0.100 0.335 0.082 0.162 0.33
H 1.966 0.167 -0.308 -0.013 -0.055 -0.183 0.45
H -0.417 -1.367 0.132 -0.192 0.501 -0.204 0.26
H 0.403 -0.867 1.580 -0.083 0.402 -0.011 0.24
H 1.703 -2.398 -0.685 -0.055 0.019 -0.097 0.21
H 2.533 -1.714 0.710 0.091 -0.058 0.003 0.23
H 1.143 -3.002 2.231 -0.026 -0.242 0.158 0.21
H 2.014 -4.039 1.128 -0.003 -0.134 0.028 0.23
H -0.058 -5.064 0.751 -0.021 -0.081 0.346 0.21
H -0.210 -3.716 -0.337 -0.029 -0.166 -0.123 0.20
H -2.745 -4.088 -0.101 0.298 -0.050 -0.109 0.22
H -4.533 -2.899 1.499 -0.082 -0.084 -0.081 0.23
H -3.144 -1.963 3.630 0.015 0.043 0.075 0.22
H -0.580 -2.574 3.206 0.121 -0.105 -0.002 0.21
H 1.166 1.153 -2.007 0.197 0.957 -0.058 0.35
H -0.408 -1.418 -2.023 -0.115 -0.108 -0.149 0.21
H 0.038 -0.356 -3.397 -0.196 0.024 -0.064 0.26
H 1.291 -1.070 -2.463 0.003 -0.242 -0.007 0.22
C 2.776 4.851 -2.135 0.328 0.048 0.208 -0.63
C 2.904 3.336 -2.378 -0.063 0.582 0.010 -0.01
O 1.782 2.809 -2.929 -0.238 -0.855 0.467 -0.99
H 1.948 5.068 -1.453 -0.078 -0.039 -0.061 0.18
H 3.693 5.262 -1.690 -0.045 -0.017 -0.019 0.18
H 2.597 5.375 -3.076 -0.093 -0.069 -0.032 0.20
H 3.203 2.909 -1.374 -0.112 -0.184 0.054 0.04
H 3.833 3.213 -2.981 -0.116 -0.170 -0.099 0.10
```
Forces are in eV/Å.



# 3
# H4N2O2

2 unconnected molecules or ions with the total composition H4N2O2 (the ωB97M-V functional and the def2-TZVPD basis, OMol25).

The highest occupied orbital energy is -8.8149 eV. Its structure (SMILES) is N=O.NO. The calculation puts the largest force on an atom at 0.130 Eh/bohr. The lowest unoccupied orbital energy comes out at -0.006 Eh. The total energy is -262.18849 hartree. The value obtained for the frontier orbital gap is 8.64 eV.

Structure (XYZ):
```
8
Properties=species:S:1:pos:R:3:forces:R:3:nbo_charge:R:1
N 3.299 -0.356 -0.194 4.509 1.607 4.634 -0.06
O 2.639 0.506 0.304 -1.395 -0.737 -1.706 -0.22
H 3.135 -0.956 -0.940 -3.130 -0.849 -2.916 0.29
N -2.034 -0.437 0.132 -0.010 -0.157 0.548 -0.51
O -1.112 0.451 -0.474 0.075 0.430 0.039 -0.58
H -1.781 -0.501 1.127 -0.229 0.008 -0.484 0.32
H -2.956 -0.012 0.061 0.040 -0.077 0.077 0.32
H -1.190 1.304 -0.015 0.139 -0.226 -0.193 0.44
```
Forces are in eV/Å.